Formula: C44H121N11O11
Source: OMol25
Level of theory: ωB97M-V/def2-TZVPD

The calculation puts the HOMO energy at -8.7 eV. As for the total charge: 0. The value obtained for the frontier orbital gap is 9.24 eV. Its LUMO energy is 0.5 eV. Its SMILES is COC[C@H](C)N.COC[C@H](C)N.COC[C@H](C)N.COC[C@H](C)N.COC[C@H](C)N.COC[C@H](C)N.COC[C@H](C)N.COC[C@H](C)N.COC[C@H](C)N.COC[C@H](C)N.COC[C@H](C)N. Its energy relative to the best compared isomer or geometry (same formula, charge and spin) is 2.7609 eV.

```
187
Properties=species:S:1:pos:R:3:forces:R:3:mulliken_charge:R:1
C -29.782 1.776 -9.791 -0.20 0.56 0.33 0.10
O -30.378 0.548 -10.118 0.67 0.11 -0.92 -0.39
C -29.493 -0.174 -10.998 -1.12 -1.01 0.81 0.14
C -30.027 -1.639 -10.969 0.93 0.46 -0.04 0.43
C -30.342 -2.232 -9.603 -0.26 0.00 -0.23 -1.39
N -29.097 -2.475 -11.691 0.69 -1.42 -1.38 -0.66
H -29.630 2.406 -10.681 0.09 -0.10 0.02 0.33
H -28.804 1.611 -9.303 -0.31 0.26 -0.02 0.05
H -30.474 2.331 -9.130 0.37 -0.36 -0.10 -0.29
H -29.476 0.225 -12.047 -0.09 -0.26 0.90 0.30
H -28.504 -0.160 -10.570 0.64 0.19 0.04 -0.48
H -30.944 -1.498 -11.542 -0.20 -0.75 -0.05 0.28
H -29.505 -2.556 -8.977 0.30 0.57 -0.27 0.26
H -30.914 -3.144 -9.736 -0.27 -0.19 -0.23 0.38
H -30.962 -1.533 -9.094 -0.44 0.43 0.87 0.38
H -28.273 -2.842 -11.186 -0.83 0.84 0.08 0.23
H -29.527 -3.325 -12.079 0.03 0.73 0.22 0.26
C -31.048 8.140 -13.348 0.71 -0.87 0.08 -0.90
O -30.647 7.843 -12.006 -0.83 0.20 -0.39 -0.15
C -29.481 8.506 -11.606 0.58 -0.08 0.26 -1.22
C -29.156 8.248 -10.129 -0.05 0.58 -0.45 1.55
C -30.204 8.818 -9.200 -0.43 -0.90 -0.94 -0.23
N -27.874 8.871 -9.784 0.21 0.62 -0.93 -0.70
H -31.924 7.525 -13.578 0.13 0.20 0.16 0.20
H -30.241 7.856 -14.052 -0.24 0.08 0.21 0.35
H -31.267 9.188 -13.513 -0.13 0.34 0.22 0.36
H -28.635 8.133 -12.205 0.02 0.16 -0.11 0.43
H -29.540 9.602 -11.733 -0.18 -0.13 -0.19 0.37
H -29.069 7.187 -9.961 0.01 -0.56 -0.08 -0.37
H -30.039 8.408 -8.227 0.31 0.34 0.68 -1.17
H -31.192 8.418 -9.487 0.21 0.58 0.00 0.09
H -30.171 9.916 -9.218 -0.21 -0.29 0.21 0.56
H -28.065 9.884 -9.875 0.53 -0.56 0.24 0.37
H -27.186 8.662 -10.532 -0.43 0.18 0.65 0.28
C -38.595 4.482 -7.648 2.25 0.09 -1.23 -0.82
O -37.465 4.446 -6.807 0.28 0.18 0.08 -0.30
C -36.969 3.162 -6.482 -0.46 0.70 1.19 -1.00
C -36.018 3.330 -5.266 -0.92 -0.01 -0.40 1.34
C -35.576 1.952 -4.829 -0.27 -0.32 -0.56 -1.44
N -36.566 4.049 -4.111 -0.44 1.01 -0.94 -0.75
H -38.286 4.230 -8.680 -0.25 -0.01 0.18 0.26
H -38.930 5.485 -7.647 -0.49 1.02 0.01 0.28
H -39.358 3.832 -7.357 -1.30 -1.18 0.72 0.36
H -37.847 2.568 -6.190 0.22 -0.39 -0.01 0.54
H -36.422 2.674 -7.289 -0.07 0.04 -0.34 0.29
H -35.169 3.902 -5.640 0.19 0.03 0.09 -0.44
H -36.437 1.236 -4.691 0.83 0.76 -0.07 0.41
H -35.021 2.071 -3.912 0.24 -0.30 0.37 0.40
H -34.915 1.581 -5.620 -0.04 -0.39 0.29 0.34
H -37.228 3.453 -3.654 -0.39 -0.42 0.41 0.28
H -37.126 4.870 -4.425 0.71 -0.77 0.15 0.27
C -32.359 8.182 -6.627 0.17 1.41 0.00 -0.41
O -31.314 9.181 -6.672 -1.11 0.57 2.17 0.04
C -31.544 10.256 -5.668 1.04 0.96 -3.16 -0.57
C -32.616 11.273 -6.185 -1.18 -1.54 0.51 0.84
C -32.057 12.201 -7.237 -0.45 0.11 0.45 -1.22
N -33.131 12.132 -5.112 -0.09 -0.96 2.01 -0.74
H -32.715 8.004 -5.610 0.64 -0.56 0.36 0.56
H -31.991 7.300 -7.163 -0.35 0.29 0.21 -0.72
H -33.249 8.628 -7.060 -0.15 -0.45 -0.81 0.48
H -31.692 9.860 -4.683 -0.32 -0.21 0.49 -0.05
H -30.598 10.825 -5.761 -0.18 -0.45 0.73 0.18
H -33.418 10.629 -6.586 0.03 0.28 -0.14 0.23
H -32.831 12.855 -7.691 0.41 -0.49 0.25 0.43
H -31.534 11.638 -7.997 0.26 0.07 -0.24 -0.03
H -31.419 12.809 -6.602 0.56 0.46 -0.62 0.40
H -33.985 12.576 -5.383 -0.35 0.49 -0.59 0.27
H -33.446 11.622 -4.246 0.79 0.27 -1.25 0.23
C -28.267 0.712 -2.577 -0.28 -0.22 0.23 -0.46
O -27.637 0.801 -3.844 -0.29 -0.72 0.44 -0.34
C -26.894 1.952 -3.995 0.07 1.63 -1.14 0.17
C -26.442 2.093 -5.468 1.84 -0.74 0.49 0.13
C -25.704 3.395 -5.754 -0.71 0.84 -0.06 -0.70
N -27.406 1.877 -6.532 -1.66 0.35 0.76 0.00
H -29.145 0.082 -2.692 0.27 -0.65 0.03 0.29
H -28.728 1.640 -2.254 0.35 0.64 0.02 0.03
H -27.587 0.351 -1.774 -0.33 0.08 -0.53 0.29
H -27.539 2.820 -3.781 0.19 -0.02 0.32 -0.30
H -25.987 2.013 -3.360 -0.37 -0.16 -0.02 0.39
H -25.664 1.320 -5.538 -0.21 -0.27 -0.40 0.42
H -26.318 4.240 -5.392 0.08 -0.06 -0.36 0.04
H -25.596 3.466 -6.847 -0.02 0.23 0.50 -0.22
H -24.722 3.552 -5.311 0.03 -0.49 0.20 0.51
H -27.914 0.998 -6.330 0.14 0.83 -0.16 0.34
H -28.091 2.688 -6.526 0.80 -1.29 -0.12 -0.27
C -29.158 5.081 -8.122 0.70 -0.09 0.97 1.77
O -29.170 4.445 -6.812 -0.49 0.65 -1.13 1.36
C -30.520 4.316 -6.341 0.70 0.83 -1.50 0.01
C -30.514 3.849 -4.933 0.52 -0.51 1.61 0.04
C -31.933 4.001 -4.438 0.37 0.85 -0.81 -0.75
N -29.664 4.602 -3.954 -0.04 -1.04 -0.70 0.07
H -29.571 6.106 -8.117 -0.21 -0.48 0.30 -0.42
H -29.658 4.452 -8.846 -0.35 -0.09 -0.24 0.16
H -28.120 5.188 -8.436 -0.06 -0.21 0.23 -2.00
H -30.995 5.333 -6.471 0.08 -0.96 0.26 -0.56
H -31.068 3.549 -6.957 0.30 0.77 0.31 0.14
H -30.144 2.817 -4.945 -0.25 -0.06 0.18 0.54
H -32.091 3.539 -3.490 -0.28 -0.53 0.46 0.01
H -32.609 3.682 -5.237 -0.39 0.02 0.47 -0.10
H -31.982 5.096 -4.288 -0.65 -0.38 -0.04 0.13
H -29.517 5.491 -4.371 0.23 1.35 -0.08 -0.55
H -28.724 4.210 -3.923 -0.23 -0.01 -0.12 0.02
C -22.747 0.567 -12.550 -0.95 0.79 -0.93 -0.72
O -23.408 0.278 -11.357 -1.08 -0.42 0.79 -0.42
C -24.310 1.299 -10.870 1.90 -0.17 -0.09 -0.37
C -24.916 0.949 -9.545 -0.46 -0.36 1.40 0.74
C -25.640 -0.396 -9.591 -0.14 0.76 -2.02 -1.73
N -25.751 2.093 -9.067 0.08 -0.43 -0.95 0.10
H -22.009 1.334 -12.395 0.62 0.52 0.13 0.30
H -23.431 0.988 -13.364 0.54 -0.77 0.87 0.26
H -22.238 -0.331 -12.899 -0.20 -0.02 -0.01 0.28
H -23.682 2.185 -10.716 -0.41 0.22 -0.33 -0.01
H -25.107 1.452 -11.571 -0.44 0.36 -0.66 0.44
H -24.143 0.837 -8.799 0.76 -0.21 0.05 0.23
H -26.192 -0.462 -10.558 0.24 -0.10 0.55 0.26
H -26.352 -0.493 -8.821 -0.79 -0.12 1.15 0.55
H -24.944 -1.220 -9.564 0.25 -0.18 0.03 0.43
H -25.118 2.750 -8.634 0.04 0.26 -0.14 0.15
H -26.414 1.846 -8.330 0.17 -0.29 -0.10 -0.34
C -31.614 2.158 3.285 -0.66 -1.66 1.15 -0.79
O -31.628 3.084 2.290 0.03 1.36 -0.47 -0.29
C -30.604 2.884 1.370 1.20 -0.89 -0.26 -0.67
C -30.857 3.790 0.151 0.69 0.56 0.87 0.84
C -32.128 3.399 -0.559 -0.08 0.25 0.02 -1.47
N -29.727 3.725 -0.770 0.91 0.23 -0.55 -0.27
H -30.672 1.955 3.809 0.35 0.83 0.00 0.30
H -31.837 1.160 2.891 -0.41 -0.17 -0.14 0.34
H -32.386 2.438 4.001 0.12 -0.13 0.10 0.26
H -29.599 3.059 1.912 -1.12 -0.08 -1.06 0.34
H -30.637 1.797 1.060 0.30 0.83 0.01 0.29
H -31.004 4.799 0.594 0.04 -0.24 -0.29 0.07
H -32.044 2.409 -0.989 0.13 -0.27 -0.24 0.30
H -32.330 4.128 -1.348 -0.15 -0.12 0.03 0.24
H -32.955 3.381 0.145 -0.13 0.14 0.01 0.48
H -29.854 4.220 -1.663 -0.52 -0.37 0.43 -0.31
H -28.840 4.111 -0.423 -0.71 -0.30 0.34 0.33
C -27.900 7.831 -5.547 -0.22 0.30 -0.59 -0.24
O -28.139 7.729 -4.166 -0.89 0.38 0.99 -0.46
C -29.167 8.647 -3.727 -0.27 -0.93 -0.87 0.39
C -29.553 8.649 -2.229 2.74 -0.42 -0.31 0.35
C -30.204 7.376 -1.790 1.52 -1.83 0.60 -1.05
N -30.427 9.730 -1.975 -0.14 0.78 0.94 -0.69
H -27.310 6.976 -5.817 0.15 -0.65 -0.21 -0.02
H -27.275 8.692 -5.809 -0.26 0.28 0.14 0.41
H -28.827 7.861 -6.179 0.51 -0.02 0.63 0.06
H -28.865 9.654 -4.004 0.06 0.33 -0.09 0.41
H -30.086 8.386 -4.329 0.55 0.35 0.51 -0.58
H -28.649 8.834 -1.622 -0.05 -0.27 -0.31 0.39
H -29.516 6.448 -1.820 -0.91 1.63 -0.16 0.04
H -31.015 7.163 -2.455 -0.85 -0.29 -0.29 0.09
H -30.540 7.476 -0.759 -0.22 -0.01 -0.08 0.39
H -30.066 10.657 -2.175 -0.13 -0.31 -0.24 0.29
H -31.235 9.506 -2.488 -1.60 0.56 -0.65 0.21
C -34.455 3.374 -11.902 -1.11 0.18 0.38 -0.86
O -34.207 4.350 -10.905 -1.54 -0.30 -0.61 -0.38
C -32.885 4.440 -10.540 0.75 0.10 0.52 -1.18
C -32.771 5.464 -9.421 0.00 -0.21 0.91 2.30
C -33.476 5.007 -8.099 -0.66 -0.48 -2.08 -1.77
N -33.258 6.791 -9.814 0.32 -0.40 0.82 -0.55
H -34.350 2.354 -11.507 0.44 0.15 -0.18 0.30
H -33.862 3.579 -12.779 0.59 -0.25 -0.36 0.33
H -35.505 3.455 -12.231 0.30 0.19 0.33 0.27
H -32.511 3.463 -10.235 0.19 -0.31 0.29 0.40
H -32.261 4.760 -11.374 0.15 0.18 -0.35 0.55
H -31.728 5.540 -9.180 0.78 0.21 -0.07 -0.77
H -33.246 5.633 -7.286 0.50 0.85 0.94 0.36
H -33.241 3.960 -7.813 -0.34 0.54 -0.40 0.24
H -34.541 5.177 -8.310 0.01 -0.63 0.39 0.59
H -32.702 7.201 -10.547 0.30 -0.05 -0.27 0.06
H -34.179 6.653 -10.169 -0.80 0.13 -0.34 0.41
C -25.841 5.879 -9.357 1.57 -0.17 -0.14 -0.87
O -24.492 5.334 -9.553 -1.27 1.13 1.33 -0.51
C -24.312 4.782 -10.813 0.86 0.09 -0.99 -0.39
C -24.369 5.840 -11.938 -0.04 -0.30 -1.23 0.61
C -24.211 5.226 -13.426 -0.28 0.31 2.53 -1.56
N -23.317 6.856 -11.819 -0.67 0.36 0.88 -0.74
H -26.504 5.153 -9.801 -0.61 -0.11 -0.24 0.43
H -25.934 6.876 -9.851 -0.07 -0.72 0.65 0.24
H -26.026 5.911 -8.270 0.21 0.27 -0.53 0.19
H -23.303 4.308 -10.728 -0.60 0.33 -0.54 0.39
H -25.044 4.007 -11.004 -0.36 -0.37 -0.04 0.19
H -25.337 6.405 -11.853 0.66 -0.74 -0.27 0.01
H -24.996 4.529 -13.693 -0.56 0.24 -0.05 0.39
H -23.326 4.579 -13.415 0.31 0.59 -0.29 0.35
H -24.174 6.109 -14.062 0.26 -0.45 -0.35 0.40
H -22.444 6.434 -12.045 0.83 -0.35 -0.31 0.26
H -23.228 7.118 -10.830 -0.13 0.00 -0.40 0.31
```
Forces are in eV/Å.